[1]
C33H38AuBF3N2O2Te | ωB97M-V/def2-TZVPD

The geometry in XYZ format:
```
81
Properties=species:S:1:pos:R:3:forces:R:3:mulliken_charge:R:1
Au -0.283 -0.446 0.709 0.487 -0.195 0.394 0.142
C 5.055 0.197 -0.208 -0.363 -0.214 -0.146 -1.608
Te 3.136 -0.437 0.902 1.160 -0.082 -1.048 0.194
C 3.016 1.715 0.966 -0.327 -0.056 -0.069 -0.272
C 4.398 2.252 0.984 0.387 0.109 0.037 0.633
C 4.706 3.454 1.608 -0.076 0.055 0.062 -0.268
C 6.016 3.897 1.694 0.028 0.205 0.085 -0.730
C 7.031 3.138 1.140 0.131 -0.007 -0.019 -0.497
C 6.730 1.946 0.501 0.096 0.062 0.013 -0.687
C 5.422 1.489 0.407 0.072 0.192 0.200 0.701
H 4.755 0.347 -1.250 -0.087 -0.067 0.019 0.333
H 5.894 -0.502 -0.202 -0.131 -0.094 0.090 0.437
H 2.452 2.026 1.842 -0.073 -0.121 0.052 0.162
H 2.469 2.050 0.087 -0.098 -0.084 -0.107 -0.149
H 3.910 4.036 2.059 -0.039 -0.002 0.034 0.366
H 6.247 4.819 2.215 -0.030 0.003 -0.037 0.384
H 8.059 3.467 1.215 0.067 0.026 0.006 0.375
H 7.527 1.351 0.075 0.064 -0.064 -0.037 0.396
C -9.265 -0.246 0.474 0.275 -0.119 0.132 -2.167
C -8.085 -0.918 1.183 -0.071 -0.031 0.035 2.225
C -8.344 -2.433 1.227 0.012 0.204 -0.007 -1.641
C -7.998 -0.370 2.618 -0.097 -0.097 -0.171 -1.562
C -6.748 -0.648 0.501 -0.101 0.093 -0.201 0.171
C -6.601 0.202 -0.592 -0.271 -0.144 0.116 -0.100
C -5.358 0.500 -1.144 0.534 0.033 0.024 -1.503
C -4.242 -0.054 -0.555 -0.833 -0.345 0.446 1.067
O -2.934 0.130 -0.810 0.335 0.292 -0.486 -0.357
B -2.205 -0.606 0.149 0.119 -0.055 -0.032 -0.247
O -3.152 -1.300 0.945 0.128 -0.417 0.336 -0.373
C -4.376 -0.934 0.530 -0.551 0.531 -0.571 0.265
C -5.611 -1.249 1.050 0.443 0.039 -0.047 -1.012
H -10.193 -0.506 0.979 -0.092 -0.025 0.068 0.436
H -9.338 -0.572 -0.561 -0.041 -0.024 -0.141 0.438
H -9.162 0.836 0.497 -0.010 0.157 -0.067 0.420
H -9.330 -2.636 1.643 -0.102 -0.034 0.063 0.459
H -7.607 -2.939 1.845 0.067 -0.094 0.040 0.320
H -8.294 -2.855 0.225 -0.020 -0.055 -0.082 0.367
H -8.889 -0.635 3.185 -0.149 -0.008 0.088 0.405
H -7.905 0.715 2.598 0.020 0.107 0.024 0.369
H -7.129 -0.769 3.135 0.019 -0.034 0.078 0.356
H -7.465 0.664 -1.047 -0.101 -0.001 0.057 0.397
H -5.270 1.178 -1.979 0.033 0.055 -0.089 0.414
H -5.676 -1.920 1.890 0.008 -0.089 0.166 0.434
F 0.364 1.687 9.456 0.133 0.023 -0.248 -0.267
C -0.536 0.854 8.877 -0.227 0.238 0.809 0.843
F -0.560 -0.242 9.658 0.048 -0.252 -0.201 -0.293
F -1.734 1.461 9.072 -0.048 0.001 -0.278 -0.266
C -0.237 0.575 7.449 0.065 -0.068 -0.284 0.422
C -0.112 1.654 6.570 -0.069 -0.293 0.410 -0.811
C 0.231 1.433 5.258 0.078 -0.212 -0.174 -0.630
C 0.464 0.128 4.784 -0.217 0.121 1.147 0.571
C 0.286 -0.947 5.676 0.133 0.143 -0.458 -0.637
C -0.056 -0.729 6.988 -0.125 0.378 0.481 -0.539
C 0.893 -0.094 3.474 0.426 -0.255 -1.536 0.459
C 1.246 -0.292 2.311 -1.181 0.374 1.138 -1.144
H -0.275 2.658 6.936 0.014 0.077 0.001 0.363
H 0.344 2.267 4.581 0.024 0.012 -0.085 0.529
H 0.444 -1.952 5.312 0.006 -0.027 -0.041 0.464
H -0.172 -1.560 7.670 0.018 0.008 -0.010 0.424
C 2.421 5.715 -1.373 -0.256 -0.007 -0.158 -0.905
C 1.005 5.370 -1.844 0.304 0.066 -0.102 -0.827
N 0.277 4.535 -0.918 -0.142 0.137 0.069 0.257
C -0.262 5.174 0.268 -0.025 -0.177 0.148 -1.291
C 0.598 4.983 1.520 -0.132 0.040 -0.176 -0.266
C 0.238 3.159 -1.009 0.053 0.241 -0.299 0.719
C 0.880 2.508 -2.204 0.005 0.026 0.014 -1.611
N -0.313 2.370 -0.188 -0.284 -0.574 0.420 -0.257
H 2.964 6.228 -2.165 0.086 0.067 -0.027 0.419
H 2.963 4.810 -1.105 0.090 -0.069 0.039 0.174
H 2.386 6.367 -0.503 0.072 0.052 0.097 0.271
H 1.060 4.867 -2.809 -0.054 0.072 0.050 0.395
H 0.438 6.299 -1.993 0.034 -0.160 -0.049 0.364
H -1.262 4.764 0.455 0.030 0.125 -0.028 0.496
H -0.381 6.240 0.053 -0.022 -0.104 -0.017 0.404
H 0.806 3.927 1.675 0.039 -0.062 0.059 -0.209
H 0.072 5.368 2.391 -0.009 0.040 0.133 0.432
H 1.547 5.504 1.424 0.102 0.038 0.023 0.242
H 1.940 2.748 -2.262 0.121 0.031 -0.131 0.333
H 0.386 2.815 -3.125 0.053 0.041 -0.111 0.490
H 0.759 1.434 -2.083 0.030 0.026 0.015 0.255
H -0.762 2.774 0.623 0.005 0.280 0.054 0.137
```
Forces are in eV/Å.

Calculated values
- Kohn-Sham gap (eV) = 6.786
- energy relative to the best compared isomer or geometry (same formula, charge and spin) (kJ/mol) = 168.2
- HOMO level (eV) = -4.357
- net charge = -1
- E_LUMO (eV) = 2.429

***

[2]
C3H10N4 | ωB97M-V/def2-TZVPD

The geometry in XYZ format:
```
17
Properties=species:S:1:pos:R:3:forces:R:3:mulliken_charge:R:1
C 0.941 -0.164 0.576 -0.433 -0.446 0.489 0.416
C 2.244 -0.903 0.437 -0.053 0.047 -0.104 -1.294
C -1.053 0.068 -0.048 0.547 0.602 -0.114 0.773
N -1.626 1.222 0.631 -0.055 0.174 -0.282 -0.612
N -2.077 -0.546 -0.776 -0.236 -0.158 0.000 -0.602
N 0.198 0.702 -0.902 -0.059 0.070 0.247 -0.585
N -0.216 -0.859 0.612 0.580 -0.113 -0.077 -0.763
H 1.078 0.777 1.154 -0.091 -0.034 -0.243 0.191
H -0.955 1.680 1.239 -0.031 -0.191 0.022 0.228
H -2.415 0.905 1.183 0.156 -0.005 -0.012 0.284
H -1.836 -1.465 -1.114 0.046 0.125 -0.035 0.253
H -2.591 0.042 -1.416 0.090 -0.044 0.072 0.227
H 0.415 0.135 -1.717 -0.188 0.037 0.049 0.270
H 0.200 1.698 -1.138 -0.203 -0.147 -0.067 0.256
H 3.055 -0.235 0.141 -0.038 -0.039 0.033 0.336
H 2.491 -1.332 1.412 -0.022 0.055 -0.018 0.311
H 2.146 -1.724 -0.275 -0.011 0.065 0.039 0.310
```
Forces are in eV/Å.

Calculated values
- Kohn-Sham gap (eV) = 8.332
- energy relative to the best compared isomer or geometry (same formula, charge and spin) (kJ/mol) = 215.8
- HOMO level (eV) = -7.348
- E_LUMO (eV) = 0.984

***

Among the records above, which one has the lowest HOMO level? C3H10N4

***

Among the records above, which one has the lowest HOMO level? C3H10N4

***

Which of these has the highest energy relative to the best compared isomer or geometry (same formula, charge and spin)? C3H10N4

***

Look up the energy relative to the best compared isomer or geometry (same formula, charge and spin) of the first one. 168.2 kJ/mol